DFT (the ωB97M-V functional and the def2-TZVPD basis) results for C47H44AsBrN3O8PSSe2Sr as an isolated structure.

Output
total charge: -2

```
109
C47H44AsBrN3O8PSSe2Sr (the ωB97M-V functional and the def2-TZVPD basis)
Sr 0.056 -0.859 2.028
N -2.507 0.185 -3.537
P -0.951 0.551 -2.824
C 0.092 -0.737 -3.613
C 1.170 -1.204 -2.871
C 2.099 -2.042 -3.468
C 1.952 -2.419 -4.794
C 0.849 -1.993 -5.516
C -0.076 -1.147 -4.931
C -0.533 1.875 -4.078
C -1.424 2.920 -4.308
C -1.102 3.977 -5.138
C 0.143 4.028 -5.743
C 1.063 3.024 -5.483
C 0.733 1.969 -4.652
C -3.066 -0.750 -2.702
C -4.376 -1.223 -2.683
C -4.673 -2.220 -1.768
C -3.682 -2.694 -0.919
C -2.401 -2.163 -1.014
N -2.117 -1.218 -1.890
H -3.091 0.881 -3.979
H 1.238 -0.908 -1.827
H 2.948 -2.398 -2.903
H 2.687 -3.057 -5.268
H 0.722 -2.311 -6.544
H -0.927 -0.798 -5.499
H -2.384 2.913 -3.812
H -1.830 4.757 -5.322
H 0.390 4.845 -6.411
H 2.044 3.066 -5.939
H 1.462 1.201 -4.442
H -5.132 -0.826 -3.348
H -5.680 -2.620 -1.711
H -3.902 -3.445 -0.178
H -1.577 -2.500 -0.404
C 3.084 3.524 -1.072
Se 1.991 1.835 -0.667
C 3.596 0.833 -0.241
C 4.082 1.177 1.148
Se 2.632 0.640 2.495
C 1.970 2.470 2.825
H 3.988 3.274 -1.614
H 3.327 4.012 -0.134
H 2.442 4.163 -1.665
H 4.358 1.002 -1.005
H 3.230 -0.189 -0.264
H 4.297 2.242 1.235
H 4.984 0.610 1.403
H 2.762 3.115 3.203
H 1.202 2.320 3.577
H 1.520 2.856 1.913
O 1.510 -2.765 3.117
As 0.903 -1.910 4.511
O 2.044 -1.928 5.661
O 0.588 -0.387 4.012
C -0.555 -2.951 5.189
C -0.326 -3.636 6.372
C -1.328 -4.416 6.918
C -2.565 -4.502 6.288
C -2.787 -3.821 5.102
C -1.769 -3.056 4.564
S -1.900 -2.221 2.990
O -3.202 -2.598 2.462
O -1.777 -0.807 3.248
O -0.814 -2.762 2.181
H 0.593 -2.687 2.727
H 0.653 -3.541 6.830
H -1.158 -4.967 7.838
H -3.351 -5.114 6.717
H -3.731 -3.870 4.573
Br 6.741 -2.940 -0.666
C 5.045 -3.771 -0.357
C 4.968 -5.148 -0.444
C 3.734 -5.745 -0.245
C 2.612 -4.967 -0.022
C 2.706 -3.583 0.038
C 3.949 -2.979 -0.095
C 1.424 -2.737 0.086
O 0.426 -3.301 -0.347
O 1.546 -1.536 0.444
H 5.848 -5.736 -0.663
H 3.661 -6.823 -0.287
H 1.638 -5.416 0.087
H 4.029 -1.908 -0.005
N -0.418 1.175 0.640
C -1.142 2.169 0.867
C -0.877 3.523 0.234
C -0.456 3.637 -1.086
C -0.163 4.871 -1.639
C -0.266 6.021 -0.875
C -0.657 5.922 0.449
C -0.969 4.688 0.993
C -2.334 2.238 1.792
C -3.564 2.675 1.307
C -4.667 2.755 2.139
C -4.555 2.409 3.474
C -3.326 2.003 3.972
C -2.223 1.924 3.143
H -0.378 2.738 -1.673
H 0.165 4.937 -2.667
H -0.031 6.991 -1.294
H -0.708 6.808 1.067
H -1.288 4.625 2.022
H -3.646 2.952 0.263
H -5.616 3.105 1.750
H -5.421 2.465 4.121
H -3.235 1.752 5.019
H -1.260 1.608 3.509
```

Here are the Löwdin charges for atoms 1 to 2, given in e: atom 1 (Sr): 1.402, atom 2 (N): -0.101

---

DFT (the ωB97M-V functional and the def2-TZVPD basis) results for C47H44Br2CdN6O2PS as an isolated structure.

Output
total charge: -1

```
104
C47H44Br2CdN6O2PS (the ωB97M-V functional and the def2-TZVPD basis)
Cd -0.559 -0.276 -0.071
C 2.980 2.761 1.061
C 1.644 2.404 1.197
N 0.898 2.127 0.137
C 1.486 2.149 -1.054
C 2.838 2.467 -1.173
N 3.581 2.792 -0.124
C 0.630 1.831 -2.231
C 1.045 2.186 -3.507
C 0.254 1.871 -4.599
C -0.982 1.291 -4.355
C -1.363 1.016 -3.048
N -0.541 1.213 -2.009
C -2.759 0.580 -2.791
C -3.413 -0.295 -3.649
N -4.694 -0.609 -3.492
C -5.307 -0.051 -2.458
C -4.649 0.805 -1.582
N -3.376 1.131 -1.748
C 0.703 2.166 -5.980
C 0.396 1.306 -7.030
C 0.850 1.610 -8.303
N 1.570 2.690 -8.594
C 1.860 3.510 -7.586
C 1.458 3.295 -6.277
H 3.575 3.011 1.931
H 1.180 2.318 2.170
H 3.344 2.449 -2.131
H 1.993 2.684 -3.649
H -1.681 1.119 -5.161
H -2.885 -0.770 -4.467
H -6.352 -0.294 -2.306
H -5.163 1.224 -0.726
H -0.165 0.397 -6.859
H 0.626 0.946 -9.131
H 2.443 4.389 -7.836
H 1.713 4.015 -5.511
Br -0.192 -4.260 2.025
C -0.297 -3.223 3.651
Br -1.851 -2.104 3.730
H 0.572 -2.574 3.696
H -0.345 -3.923 4.473
C 0.697 -0.588 1.568
C 1.360 -0.625 2.599
C 2.160 -0.675 3.764
C 3.342 -1.518 3.716
C 3.382 -2.647 2.869
C 4.501 -3.452 2.758
C 5.654 -3.177 3.485
C 5.649 -2.064 4.319
C 4.531 -1.256 4.434
C 1.751 0.131 4.894
C 0.719 1.092 4.764
C 0.282 1.858 5.829
C 0.837 1.714 7.096
C 1.827 0.752 7.262
C 2.269 -0.021 6.203
H 2.499 -2.885 2.287
H 4.468 -4.311 2.096
H 6.531 -3.807 3.401
H 6.541 -1.810 4.881
H 4.585 -0.374 5.057
H 0.234 1.196 3.801
H -0.516 2.575 5.668
H 0.492 2.313 7.930
H 2.255 0.586 8.245
H 3.008 -0.785 6.395
O -8.240 -0.822 2.966
C -7.144 -0.022 2.877
O -7.159 1.048 3.423
C -5.995 -0.542 2.091
C -4.778 0.131 2.189
C -3.674 -0.287 1.473
C -3.743 -1.384 0.602
S -2.422 -1.942 -0.393
C -4.965 -2.069 0.526
C -6.063 -1.658 1.254
H -8.049 -1.678 2.569
H -4.713 0.987 2.848
H -2.737 0.245 1.592
H -5.043 -2.921 -0.138
H -6.985 -2.216 1.120
C 2.629 -0.981 -4.650
C 3.131 -1.003 -3.209
P 1.851 -1.524 -1.976
C 1.360 -3.155 -2.686
C 0.500 -3.966 -1.721
C 2.929 -2.064 -0.592
C 3.745 -0.915 -0.007
H 3.383 -0.568 -5.324
H 1.728 -0.370 -4.747
H 2.385 -1.983 -5.004
H 3.470 -0.004 -2.921
H 3.998 -1.664 -3.113
H 2.264 -3.714 -2.953
H 0.812 -2.965 -3.613
H 1.070 -4.264 -0.840
H 0.121 -4.871 -2.198
H -0.362 -3.397 -1.366
H 3.575 -2.878 -0.941
H 2.273 -2.455 0.187
H 4.393 -0.446 -0.751
H 4.369 -1.274 0.813
H 3.073 -0.165 0.412
```

Here are the Löwdin charges for atoms 1 to 2, given in e: atom 1 (Cd): 1.145, atom 2 (C): -0.097

---

Record-wise LUMO energy values, in Ha: 0.1410; 0.0260
Record-wise HOMO energy values, in eV: -1.4; -2.5
Record-wise ΔE to the lowest compared entry with this formula, charge and spin values, in eV: 7.541; 0.587